Record 1
{"formula": "C46H53N4O2P2Y", "method": "the ωB97M-V functional and the def2-TZVPD basis", "symbols": ["Y", "C", "C", "C", "P", "C", "C", "C", "C", "C", "C", "C", "C", "C", "C", "N", "C", "C", "C", "C", "C", "C", "C", "P", "C", "C", "C", "C", "C", "C", "H", "H", "H", "H", "H", "H", "H", "H", "H", "H", "H", "H", "H", "H", "H", "H", "H", "H", "H", "H", "H", "H", "H", "H", "H", "H", "H", "H", "H", "H", "H", "H", "H", "H", "H", "H", "H", "H", "H", "H", "O", "C", "N", "C", "O", "C", "C", "C", "C", "C", "N", "C", "C", "C", "C", "C", "N", "H", "H", "H", "H", "H", "H", "H", "H", "C", "C", "C", "C", "C", "C", "C", "C", "H", "H", "H", "H", "H"], "xyz": [[-0.4915, -0.8782, 0.0710], [4.4589, -0.8838, -0.0173], [3.9245, -2.2851, -0.2978], [4.3620, -3.2499, 0.7998], [2.0592, -2.1820, -0.5467], [1.7156, -3.9421, -1.1231], [1.2724, -4.7690, 0.0877], [0.6063, -3.9889, -2.1677], [2.0687, -1.1848, -2.0782], [2.5527, -1.6679, -3.2858], [2.4283, -0.9436, -4.4621], [2.9720, -1.4640, -5.7597], [1.7272, 0.2608, -4.4028], [1.2803, 0.7819, -3.2104], [1.4982, 0.1168, -1.9854], [1.1607, 0.5810, -0.7350], [1.0125, 1.9217, -0.4713], [1.5932, 2.9480, -1.2424], [1.3204, 4.2784, -1.0183], [0.4396, 4.6759, -0.0152], [0.0569, 6.1178, 0.1412], [-0.0036, 3.6979, 0.8604], [0.3098, 2.3549, 0.6907], [0.2130, 1.1760, 2.0842], [-1.3198, 1.5579, 3.1067], [-2.6147, 1.4004, 2.3225], [-1.3123, 0.5688, 4.2745], [1.5891, 2.0390, 3.0897], [1.1422, 3.1339, 4.0528], [2.4672, 1.0206, 3.8141], [5.5471, -0.9020, 0.0378], [4.0742, -0.5074, 0.9297], [4.1635, -0.1911, -0.8034], [4.3268, -2.6323, -1.2596], [3.9228, -2.9774, 1.7578], [5.4471, -3.2127, 0.9015], [4.0865, -4.2760, 0.5689], [2.6421, -4.3609, -1.5368], [0.2830, -4.4443, 0.4104], [1.9523, -4.6659, 0.9316], [1.2107, -5.8255, -0.1751], [-0.3050, -3.5404, -1.7651], [0.3884, -5.0243, -2.4290], [0.8809, -3.4586, -3.0768], [3.0434, -2.6335, -3.3145], [3.8239, -2.1189, -5.5887], [3.2896, -0.6480, -6.4055], [2.2078, -2.0319, -6.2929], [1.5340, 0.8020, -5.3198], [0.7183, 1.7048, -3.2140], [2.2893, 2.6839, -2.0258], [1.7931, 5.0238, -1.6448], [-0.1895, 6.5557, -0.8255], [0.8881, 6.6882, 0.5582], [-0.8019, 6.2221, 0.8006], [-0.6170, 3.9901, 1.7004], [-1.2699, 2.5835, 3.4862], [-2.7285, 0.3724, 1.9636], [-2.6424, 2.0700, 1.4667], [-3.4659, 1.6256, 2.9657], [-1.5068, -0.4413, 3.9119], [-2.0905, 0.8253, 4.9890], [-0.3565, 0.5600, 4.7922], [2.1976, 2.5062, 2.3044], [0.5555, 2.7305, 4.8744], [0.5657, 3.9025, 3.5464], [2.0230, 3.6173, 4.4744], [1.8840, 0.3770, 4.4693], [3.2141, 1.5333, 4.4188], [2.9953, 0.3970, 3.0975], [-2.8503, -3.9848, 2.4254], [-2.0430, -3.2398, 1.9061], [-2.1037, -2.5976, 0.7080], [-3.2287, -2.7733, -0.0519], [-4.2485, -3.3550, 0.2524], [-3.1384, -2.1454, -1.4317], [-4.3276, -1.8501, -2.0910], [-4.2755, -1.2449, -3.3325], [-3.0344, -1.0128, -3.9040], [-1.9018, -1.3819, -3.1981], [-1.9410, -1.9061, -1.9753], [-0.7310, -2.9941, 2.6343], [-0.5022, -3.6671, 3.8322], [0.7026, -3.4926, 4.4842], [1.6465, -2.6457, 3.9187], [1.3369, -2.0276, 2.7227], [0.1788, -2.1877, 2.0944], [-5.2640, -2.0828, -1.6105], [-5.1832, -0.9649, -3.8460], [-2.9523, -0.5535, -4.8766], [-0.9104, -1.2547, -3.6195], [-1.2854, -4.3049, 4.2093], [0.9149, -4.0020, 5.4110], [2.5945, -2.4642, 4.4003], [2.0356, -1.3690, 2.2192], [-1.9027, 0.6670, -0.6480], [-2.6486, 1.5590, -0.9963], [-3.5109, 2.6544, -1.2624], [-2.9831, 3.9455, -1.3324], [-3.8255, 5.0288, -1.4806], [-5.1956, 4.8444, -1.5760], [-5.7237, 3.5636, -1.5180], [-4.8897, 2.4737, -1.3637], [-1.9143, 4.0812, -1.2527], [-3.4129, 6.0274, -1.5166], [-5.8525, 5.6934, -1.7027], [-6.7924, 3.4181, -1.5847], [-5.2993, 1.4751, -1.3035]], "forces_ev_per_a": [[0.9, -1.7, 0.2], [-0.1, -0.1, -0.2], [-0.2, 0.2, 0.3], [-0.1, 0.0, -0.2], [1.0, -0.8, -1.0], [0.0, 0.3, 0.1], [0.1, 0.1, 0.0], [0.1, 0.0, 0.0], [-0.4, 0.1, 0.4], [0.0, 0.3, -0.3], [0.1, -0.1, 0.1], [-0.1, 0.0, 0.0], [0.1, -0.1, 0.0], [-0.3, 0.1, 0.1], [0.4, -0.4, -0.3], [-0.2, 0.0, 0.3], [-0.1, 0.6, 0.3], [0.1, -0.2, -0.1], [-0.2, 0.0, 0.1], [0.0, 0.1, 0.0], [0.1, 0.0, 0.0], [0.1, 0.0, -0.2], [0.1, -0.3, -0.2], [-0.5, 1.3, 0.2], [0.2, -0.1, -0.2], [0.1, 0.1, 0.0], [0.1, 0.2, -0.1], [0.2, -0.6, 0.0], [-0.1, -0.1, -0.3], [0.0, 0.1, -0.1], [0.1, 0.0, 0.0], [0.0, 0.1, 0.1], [0.0, 0.1, 0.0], [-0.2, 0.0, 0.1], [0.0, 0.0, 0.1], [0.1, 0.0, 0.0], [0.0, -0.1, 0.0], [-0.1, 0.1, 0.0], [-0.1, 0.0, 0.0], [0.0, 0.0, 0.1], [0.0, 0.0, 0.0], [0.0, -0.1, -0.1], [-0.1, -0.1, 0.0], [-0.1, 0.0, 0.0], [0.0, -0.1, 0.0], [0.0, -0.1, 0.0], [0.0, 0.0, -0.1], [0.0, -0.1, -0.1], [0.0, 0.1, -0.1], [0.0, 0.0, 0.0], [0.0, 0.0, -0.1], [0.0, 0.1, -0.1], [-0.1, 0.1, 0.0], [0.0, 0.1, 0.0], [-0.1, 0.1, 0.0], [-0.1, 0.1, 0.1], [0.1, -0.1, 0.0], [-0.1, 0.1, -0.1], [-0.1, -0.1, 0.0], [0.0, 0.0, 0.1], [0.0, -0.1, 0.0], [-0.1, 0.0, 0.1], [0.1, 0.0, 0.2], [-0.2, -0.1, 0.1], [-0.1, 0.0, 0.1], [-0.1, 0.1, 0.0], [0.1, 0.0, 0.0], [0.0, -0.1, 0.1], [0.1, 0.0, 0.1], [0.1, -0.2, 0.0], [0.2, 0.1, 0.1], [0.0, -0.2, 0.2], [0.4, 0.4, -0.1], [-0.3, -0.1, -0.1], [-0.1, 0.1, -0.2], [-0.3, 0.0, -0.2], [0.1, 0.0, 0.0], [0.2, -0.1, 0.2], [0.0, -0.1, 0.0], [0.1, 0.1, -0.2], [-0.1, 0.1, 0.6], [0.0, -0.3, 0.4], [-0.1, 0.0, -0.1], [0.0, 0.1, -0.2], [-0.1, 0.0, -0.1], [0.3, 0.1, 0.1], [-0.5, -0.1, 0.1], [0.0, -0.1, 0.1], [-0.1, 0.0, -0.1], [0.1, 0.0, -0.1], [0.0, 0.2, 0.0], [-0.1, -0.1, 0.0], [0.0, -0.1, 0.1], [0.1, 0.0, 0.0], [0.0, 0.0, 0.2], [-0.9, 0.9, -0.4], [-0.1, 0.0, -0.2], [-0.1, 0.2, 0.0], [0.0, -0.1, 0.0], [0.0, 0.2, -0.1], [-0.1, 0.0, 0.0], [-0.1, 0.1, 0.0], [0.0, -0.1, 0.0], [0.1, 0.0, 0.0], [0.0, 0.1, 0.0], [0.0, 0.1, 0.0], [-0.1, 0.0, 0.0], [0.0, -0.1, 0.0]], "mulliken_charge": [-1.9816, -1.1943, 0.4571, -1.3792, 2.4090, 0.2352, -1.5867, -1.9023, -0.0329, -1.0766, 0.4340, -1.6570, -1.2917, -0.6799, 0.5285, 0.3168, -0.3710, -0.6294, -1.0767, 0.1764, -1.8688, -0.1458, 0.3018, 1.6664, 0.2147, -1.5457, -1.5419, 0.6348, -1.6213, -0.9840, 0.5597, 0.0474, 0.1348, 0.6190, 0.1526, 0.4891, 0.3112, 0.8488, 0.0930, 0.2834, 0.5032, 0.3572, 0.5683, 0.2475, 0.2976, 0.3963, 0.3981, 0.2835, 0.3930, 0.6433, 0.6626, 0.3553, 0.4073, 0.3835, 0.3741, 0.3229, 0.8424, 0.1582, 0.0936, 0.5720, 0.1001, 0.5027, 0.3575, 0.4876, 0.3123, 0.2246, 0.4935, 0.1819, 0.5507, -0.1277, -0.6747, -0.4132, 0.0171, -0.3688, -0.6651, 1.1073, -1.1192, -0.4159, -0.9727, -0.0426, 0.2467, 0.0455, -0.8113, -0.9939, -1.1590, -0.9125, 2.4427, 0.5493, 0.4554, 0.4766, 0.2142, 0.6412, 0.4643, 0.6086, 0.6335, 0.4215, 0.8612, -0.3869, -0.0415, -0.6885, -0.4134, -0.6638, -0.3877, 0.5165, 0.4062, 0.3946, 0.3959, 0.5425], "lumo_ev": 0.01, "mol_weight_da": 844.8, "total_charge": 0, "e_tot_ev": -78241.1384, "homo_energy_ev": -6.65, "orbital_gap_ev": 6.66}

=====

Record 2
{"formula": "C46H54ClIrN5O6", "method": "the ωB97M-V functional and the def2-TZVPD basis", "symbols": ["Ir", "C", "C", "C", "C", "C", "C", "C", "C", "C", "C", "C", "C", "N", "C", "O", "C", "C", "C", "C", "C", "N", "C", "O", "N", "C", "C", "C", "C", "C", "C", "C", "C", "C", "C", "C", "C", "H", "H", "H", "H", "H", "H", "H", "H", "H", "H", "H", "H", "H", "H", "H", "H", "H", "H", "H", "H", "H", "H", "H", "H", "H", "H", "H", "H", "H", "H", "H", "H", "H", "H", "H", "H", "H", "C", "C", "C", "C", "C", "C", "C", "C", "C", "C", "N", "C", "C", "C", "C", "C", "N", "H", "H", "H", "H", "H", "H", "H", "H", "H", "H", "H", "H", "H", "H", "H", "H", "H", "O", "Cl", "O", "O", "O"], "xyz": [[-0.7641, -0.1731, 0.1975], [-1.3557, -2.0798, -3.8901], [-2.2618, -1.0125, -3.2612], [-3.7220, -1.3306, -3.5808], [-1.8191, 0.3468, -3.7250], [-2.4541, 1.0157, -4.7521], [-1.9194, 2.1769, -5.2887], [-0.7114, 2.6652, -4.8196], [-0.0400, 2.0544, -3.7797], [1.2538, 2.6534, -3.2896], [1.1528, 4.1664, -3.0800], [2.3806, 2.3451, -4.2835], [-0.6029, 0.8748, -3.1978], [0.0186, 0.2596, -2.1673], [1.3445, -0.0211, -2.2484], [1.8794, -0.3933, -3.2783], [2.1152, 0.1536, -0.9768], [3.5000, 0.0276, -0.9516], [4.1549, 0.2211, 0.2526], [3.4151, 0.5211, 1.3846], [2.0338, 0.6233, 1.2707], [1.4221, 0.4630, 0.1084], [1.1798, 0.8843, 2.4735], [1.6769, 1.3403, 3.4975], [-0.1138, 0.5432, 2.3367], [-0.9771, 0.7538, 3.4056], [-1.5010, 2.0573, 3.6108], [-2.4146, 2.2873, 4.6221], [-2.8541, 1.2517, 5.4285], [-2.2787, 0.0050, 5.2869], [-1.3146, -0.2679, 4.3244], [-0.6678, -1.6338, 4.4229], [-1.4365, -2.6662, 3.5949], [0.8214, -1.6684, 4.0926], [-0.9748, 3.2280, 2.8162], [-2.0736, 4.1822, 2.3442], [0.0364, 3.9809, 3.6906], [-1.6887, -3.0675, -3.5836], [-0.3316, -1.9516, -3.5570], [-1.3928, -2.0220, -4.9757], [-2.1022, -1.0426, -2.1787], [-3.8589, -1.4828, -4.6490], [-4.3854, -0.5334, -3.2529], [-4.0220, -2.2522, -3.0854], [-3.3640, 0.6180, -5.1729], [-2.4343, 2.6881, -6.0886], [-0.2888, 3.5419, -5.2855], [1.5058, 2.2055, -2.3234], [1.0639, 4.6872, -4.0292], [2.0561, 4.5207, -2.5902], [0.2946, 4.4161, -2.4630], [2.1645, 2.7862, -5.2533], [2.4952, 1.2708, -4.4073], [3.3167, 2.7570, -3.9143], [4.0119, -0.2481, -1.8604], [5.2257, 0.1078, 0.3199], [3.8697, 0.6660, 2.3522], [-2.7926, 3.2845, 4.7896], [-3.6024, 1.4315, 6.1868], [-2.5610, -0.7822, 5.9722], [-0.7631, -1.9182, 5.4807], [-2.4993, -2.6419, 3.8294], [-1.0517, -3.6619, 3.8051], [-1.2987, -2.4616, 2.5378], [0.9741, -1.6625, 3.0177], [1.2597, -2.5841, 4.4841], [1.3387, -0.8216, 4.5372], [-0.4565, 2.8428, 1.9331], [-2.5229, 4.7181, 3.1775], [-2.8525, 3.6388, 1.8152], [-1.6462, 4.9225, 1.6705], [-0.4367, 4.3365, 4.6040], [0.4319, 4.8382, 3.1509], [0.8602, 3.3248, 3.9603], [-4.5983, 1.1491, 2.4983], [-5.5547, 0.2660, 1.7021], [-5.0261, -1.1334, 1.5432], [-5.6154, -2.1485, 2.2775], [-5.1720, -3.4562, 2.2004], [-4.1195, -3.7741, 1.3600], [-3.4901, -2.7923, 0.6156], [-2.4116, -3.1194, -0.3702], [-1.7335, -4.4681, -0.2021], [-3.9216, -1.4513, 0.7208], [-3.1876, -0.4601, 0.0953], [-3.7032, 0.4784, -0.6413], [-2.9740, 1.6430, -0.9161], [-3.3167, 2.8204, -1.6154], [-2.2598, 3.6894, -1.4521], [-1.3044, 3.0161, -0.6755], [-1.7275, 1.7982, -0.3581], [-5.0200, 2.1442, 2.6115], [-3.6383, 1.2351, 1.9970], [-4.4292, 0.7277, 3.4843], [-5.7428, 0.7231, 0.7312], [-6.5119, 0.2146, 2.2246], [-6.4482, -1.9102, 2.9211], [-5.6541, -4.2267, 2.7821], [-3.7791, -4.7937, 1.2942], [-1.6367, -2.3375, -0.3141], [-2.8442, -3.0635, -1.3739], [-0.9267, -4.5439, -0.9256], [-2.4272, -5.2875, -0.3749], [-1.2984, -4.5555, 0.7903], [-4.7083, 0.3822, -1.0515], [-4.2288, 3.0011, -2.1458], [-2.1803, 4.6869, -1.8364], [-0.3581, 3.3952, -0.3356], [1.1882, -4.1515, 0.2012], [1.2486, -2.7541, 0.0779], [2.5621, -2.2893, 0.2983], [0.3703, -2.1494, 1.0658], [0.7394, -2.3122, -1.1799]], "forces_ev_per_a": [[1.6, 4.8, 1.9], [0.0, 0.1, 0.3], [-0.2, -0.1, -0.1], [0.2, 0.1, 0.2], [-0.3, -0.1, 0.1], [0.0, -0.1, 0.1], [0.1, -0.1, 0.1], [0.1, 0.1, 0.1], [0.1, 0.1, -0.2], [0.2, 0.1, -0.1], [0.0, -0.2, 0.1], [0.0, -0.2, 0.2], [0.2, 0.2, 0.0], [-1.8, -0.6, 0.1], [1.3, -0.2, -0.3], [-0.2, 0.1, 0.6], [0.7, 0.1, -0.6], [-0.5, 0.3, -0.1], [-0.2, 0.0, 0.1], [-0.2, 0.2, -0.2], [0.3, 0.1, 0.5], [-2.2, -1.2, 0.1], [-0.3, -0.1, 0.1], [0.2, -0.2, -0.4], [-0.5, -1.2, -2.6], [-1.2, 0.4, 1.2], [0.3, -0.4, -0.3], [-0.1, -0.1, 0.1], [0.2, 0.1, 0.0], [-0.2, 0.1, 0.1], [0.2, 0.3, -0.3], [0.0, -0.2, -0.1], [0.1, 0.2, 0.2], [0.0, 0.0, 0.1], [0.0, 0.3, 0.1], [0.2, -0.2, 0.0], [0.1, -0.1, -0.2], [0.0, -0.2, 0.0], [0.2, -0.1, -0.1], [0.0, 0.0, -0.1], [-0.1, -0.1, -0.1], [-0.1, 0.0, -0.1], [-0.1, 0.1, 0.0], [0.0, 0.0, 0.1], [-0.1, -0.1, 0.0], [0.0, 0.0, -0.1], [0.0, 0.1, 0.0], [0.0, 0.2, -0.1], [0.0, 0.1, -0.1], [0.1, 0.1, 0.1], [-0.1, 0.1, 0.1], [0.0, 0.1, -0.1], [0.1, 0.1, -0.1], [0.1, 0.1, 0.0], [0.0, 0.0, -0.1], [0.1, 0.0, 0.0], [-0.1, 0.0, 0.1], [-0.1, 0.1, 0.0], [0.0, 0.0, 0.1], [0.0, -0.1, 0.1], [-0.1, 0.1, -0.2], [-0.1, 0.0, 0.0], [0.0, -0.2, -0.1], [-0.1, 0.0, -0.1], [0.1, 0.0, 0.2], [0.0, -0.1, 0.0], [0.1, 0.0, 0.1], [-0.1, 0.1, 0.1], [-0.1, 0.0, 0.1], [-0.2, 0.0, -0.1], [0.0, 0.1, -0.1], [-0.1, 0.1, 0.1], [0.1, 0.2, -0.1], [0.0, 0.1, 0.1], [-0.2, -0.1, -0.1], [0.2, 0.1, 0.1], [0.3, 0.1, -0.3], [-0.1, -0.3, 0.0], [0.1, 0.0, -0.1], [-0.1, 0.1, 0.1], [-0.1, 0.5, -0.2], [0.3, -0.1, 0.1], [-0.1, 0.2, -0.1], [-0.8, -1.4, 0.8], [2.3, 0.9, -0.6], [0.1, -0.5, 0.2], [-0.1, 0.4, -0.5], [-0.1, -0.8, 0.4], [0.4, -0.1, 0.2], [0.4, 0.4, -0.2], [0.8, -2.5, 0.6], [0.0, 0.2, 0.1], [0.1, 0.0, 0.0], [0.1, 0.0, 0.0], [-0.2, 0.0, 0.1], [0.0, 0.0, -0.1], [-0.1, 0.1, 0.1], [0.0, -0.1, 0.1], [0.0, -0.1, 0.0], [-0.3, -0.4, -0.2], [0.1, 0.1, 0.0], [0.0, -0.1, 0.0], [-0.1, -0.1, 0.0], [0.0, -0.1, 0.1], [0.0, 0.0, 0.3], [-0.3, 0.0, -0.1], [0.1, 0.2, 0.0], [0.2, 0.0, 0.0], [0.0, -1.0, 0.2], [0.4, -0.8, -0.8], [1.0, 0.3, 0.2], [-1.9, 1.7, 0.7], [0.0, -0.1, -1.2]], "mulliken_charge": [3.8954, -1.5387, 2.2398, -2.1883, 0.4087, -0.3369, -1.4743, -0.5564, 1.7650, 1.3096, -1.5602, -1.7457, -1.1692, 1.4756, -0.5329, -0.6787, 0.0378, -1.3495, -1.1043, -0.7507, -0.1581, 0.3691, 0.3744, -0.7685, 0.9511, -0.0093, 0.6968, -0.4460, -1.4685, -0.4511, -0.0419, 0.2372, -1.1560, -1.5619, 1.7832, -1.6663, -1.7477, 0.3811, 0.2924, 0.4592, -0.9294, 0.5884, 0.4478, 0.3377, 0.4587, 0.4134, 0.3766, -0.3286, 0.4061, 0.4035, 0.2498, 0.3779, 0.3706, 0.4370, 0.6264, 0.4310, 0.6370, 0.3345, 0.3546, 0.4162, 0.7662, 0.3927, 0.5032, -0.1848, -0.1067, 0.5462, 0.4114, -0.9949, 0.4970, 0.1712, 0.4396, 0.3544, 0.4566, 0.3230, 0.0835, -1.6570, 0.6639, -1.0330, -1.2977, -0.4805, 0.7352, 1.9157, -2.3804, -0.9098, 1.1969, -0.9920, 0.1317, -1.3760, -1.5998, -0.8126, 1.2271, 0.5008, -0.5877, 0.2253, 0.2766, 0.6009, 0.3757, 0.3778, 0.4089, -0.9229, -0.1296, 0.5191, 0.5921, 0.3221, 0.7738, 0.6566, 0.5474, 0.6939, -0.7078, 1.9651, -0.6437, -0.8825, -0.5771], "lumo_ev": [-1.66, -2.97], "mol_weight_da": 1000.6, "total_charge": 0, "e_tot_ev": -83667.0202, "relative_energy_kcal_mol": 30.1, "multiplicity": 2, "homo_energy_ev": [-8.08, -8.09], "orbital_gap_ev": [6.42, 5.12]}